Entry 1:
DFT (wB97M-V/def2-TZVPD) results for the molecule C6H9N in a non-equilibrium geometry.

Summary:
E   -7854.394 eV
Frontier orbital gap   10.24 eV
Energy relative to the best compared isomer or geometry (same formula, charge and spin)   363.3 kJ/mol
SMILES   C#CC[C@]1(C)CN1
E_HOMO   -9.21 eV

ORCA input file:
```
! RIJCOSX wB97M-V def2-TZVPD def2/J DEFGRID3
* xyz 0 1
C -2.53985 0.27991 1.48308
C -1.73648 0.46106 0.60170
C -0.73301 0.67561 -0.45856
C 0.54975 -0.06706 -0.09827
C 0.44738 -1.60413 -0.35968
C 1.42472 0.69330 0.97857
N 1.83045 0.50216 -0.38606
H -3.25226 0.13433 2.26731
H -1.16939 0.37200 -1.41958
H -0.48868 1.73755 -0.51756
H -0.58070 -1.92641 -0.59636
H 0.80275 -2.22695 0.46494
H 1.05583 -1.87891 -1.24607
H 1.47956 1.77298 1.23185
H 1.63903 0.08635 1.84797
H 2.56341 -0.15555 -0.60249
*
```

Atom charges from the natural (NBO) analysis, given in e for atoms 1 to 8: number 1, C, carries -0.268; number 2, C, carries 0.020; number 3, C, carries -0.494; number 4, C, carries 0.132; number 5, C, carries -0.635; number 6, C, carries -0.279; number 7, N, carries -0.604; number 8, H, carries 0.239

Entry 2:
DFT (wB97M-V/def2-TZVPD) results for the molecule C6H9N.

Summary:
E   -7854.604 eV
Frontier orbital gap   9.59 eV
Energy relative to the best compared isomer or geometry (same formula, charge and spin)   343.1 kJ/mol
SMILES   C#CCNC(=C)C
E_HOMO   -8.63 eV

ORCA input file:
```
! RIJCOSX wB97M-V def2-TZVPD def2/J DEFGRID3
* xyz 0 1
C -0.31099 -1.99505 1.37913
C -0.05546 -0.81764 1.45169
C 0.54700 0.53462 1.54908
N 0.40481 1.39871 0.33695
C -0.02229 0.50496 -0.68172
C -1.31544 0.19436 -0.70148
C 1.06699 -0.24638 -1.39480
H -0.69000 -2.99820 1.34061
H 0.09836 1.06938 2.38471
H 1.60759 0.33826 1.74570
H 1.30245 1.82994 0.10130
H -1.67906 -0.68200 -1.22616
H -1.99378 0.71759 -0.03489
H 0.71553 -1.23431 -1.69631
H 1.95009 -0.38562 -0.75253
H 1.39159 0.30462 -2.27924
*
```

Atom charges from the natural (NBO) analysis, given in e for atoms 1 to 8: number 1, C, carries -0.257; number 2, C, carries 0.002; number 3, C, carries -0.308; number 4, N, carries -0.629; number 5, C, carries 0.166; number 6, C, carries -0.416; number 7, C, carries -0.667; number 8, H, carries 0.241

- What is the E in the second record?
  -7854.604 eV

- The lowest frontier orbital gap belongs to which entry?
  number 2

What did the second record say?
DFT (wB97M-V/def2-TZVPD) results for the molecule C6H9N.

Summary:
E   -7854.604 eV
Frontier orbital gap   9.59 eV
Energy relative to the best compared isomer or geometry (same formula, charge and spin)   343.1 kJ/mol
SMILES   C#CCNC(=C)C
E_HOMO   -8.63 eV

ORCA input file:
```
! RIJCOSX wB97M-V def2-TZVPD def2/J DEFGRID3
* xyz 0 1
C -0.31099 -1.99505 1.37913
C -0.05546 -0.81764 1.45169
C 0.54700 0.53462 1.54908
N 0.40481 1.39871 0.33695
C -0.02229 0.50496 -0.68172
C -1.31544 0.19436 -0.70148
C 1.06699 -0.24638 -1.39480
H -0.69000 -2.99820 1.34061
H 0.09836 1.06938 2.38471
H 1.60759 0.33826 1.74570
H 1.30245 1.82994 0.10130
H -1.67906 -0.68200 -1.22616
H -1.99378 0.71759 -0.03489
H 0.71553 -1.23431 -1.69631
H 1.95009 -0.38562 -0.75253
H 1.39159 0.30462 -2.27924
*
```

Atom charges from the natural (NBO) analysis, given in e for atoms 1 to 8: number 1, C, carries -0.257; number 2, C, carries 0.002; number 3, C, carries -0.308; number 4, N, carries -0.629; number 5, C, carries 0.166; number 6, C, carries -0.416; number 7, C, carries -0.667; number 8, H, carries 0.241